Molecular formula: C43H46MnN2P3SSe
Method: DFT, ωB97M-V with the def2-TZVPD basis set

Last column: Löwdin charge in e.
Geometry (Å):
Mn 0.26640 -0.29971 0.27613  0.3565
C 1.91294 3.54631 -0.37800  -0.2757
P 0.96767 2.34071 -1.37548  0.7740
C 0.22553 3.56359 -2.58256  -0.3009
C 2.19878 1.67057 -2.57756  -0.3767
C 3.34912 2.31249 -3.02160  -0.0885
C 4.12048 1.77757 -4.04284  -0.1032
C 3.73475 0.58906 -4.64742  -0.1091
C 2.59900 -0.07128 -4.19983  -0.1106
C 1.83844 0.44613 -3.15489  -0.3781
P 0.43183 -0.49157 -2.40990  0.8667
C 0.56243 -2.11134 -3.25823  -0.2993
C -1.05045 0.17002 -3.29112  -0.2755
H 2.10393 4.46212 -0.94269  0.0289
H 2.85479 3.11746 -0.04024  0.0308
H 1.29954 3.77954 0.49137  0.0224
H 0.97766 4.24781 -2.98810  0.0219
H -0.54667 4.12150 -2.05090  0.0055
H -0.24386 3.02700 -3.40952  0.0178
H 3.65056 3.24024 -2.54737  0.0983
H 5.01990 2.28813 -4.36719  0.0906
H 4.32695 0.16647 -5.45087  0.0899
H 2.33221 -1.01963 -4.64869  0.0816
H 0.40764 -2.02552 -4.33742  0.0354
H -0.20347 -2.76010 -2.82952  0.0201
H 1.53205 -2.56602 -3.05415  0.0344
H -0.81709 0.45225 -4.32049  0.0378
H -1.45654 1.03005 -2.75405  -0.0062
H -1.80405 -0.62253 -3.30736  0.0328
N -1.71381 -1.16515 -0.11962  -0.0340
C -1.97150 -2.56079 -0.47534  -0.3253
C -3.23567 -2.87848 -0.93322  -0.0703
C -3.58146 -4.18759 -1.25831  -0.1370
C -2.61558 -5.17046 -1.07466  -0.1340
C -1.34730 -4.85005 -0.62377  -0.1203
C -0.94294 -3.52619 -0.34540  -0.4238
P 0.68500 -2.94363 0.12765  0.9907
C 1.74700 -4.43811 0.12187  -0.4377
C 2.62298 -4.65025 1.18888  -0.1052
C 3.53153 -5.70275 1.18227  -0.1087
C 3.57306 -6.58666 0.11417  -0.1348
C 2.70629 -6.39766 -0.95834  -0.1194
C 1.82141 -5.33062 -0.95617  -0.1400
C 0.75085 -1.58165 3.19928  -0.3803
C 0.28366 -2.74897 3.80393  -0.0958
C 1.12978 -3.53394 4.56767  -0.1108
C 2.45773 -3.16026 4.76404  -0.1308
C 2.93278 -2.00825 4.15639  -0.0863
C 2.08342 -1.24089 3.36437  -0.0442
H -2.21302 -0.52758 -0.73600  0.0325
H -2.08114 -0.95171 0.81641  0.0003
H -3.96664 -2.08091 -1.02023  0.1066
H -4.57227 -4.42631 -1.62253  0.0773
H -2.85345 -6.20882 -1.28188  0.0858
H -0.62488 -5.64693 -0.49034  0.0798
H 2.59492 -3.97342 2.03417  0.0760
H 4.20097 -5.82986 2.02521  0.0908
H 4.27665 -7.41159 0.11091  0.0812
H 2.73669 -7.06908 -1.80964  0.0865
H 1.17071 -5.17019 -1.80907  0.0911
H -0.74614 -3.04392 3.64664  0.0920
H 0.75262 -4.44934 5.00949  0.0900
H 3.11663 -3.77665 5.36531  0.0849
H 3.96706 -1.70475 4.26655  0.0986
H 2.47355 -0.37956 2.85240  0.0690
C 3.96542 -1.10605 -0.81933  -0.0583
C 4.25466 -0.10601 0.26790  -0.2139
C 5.57075 0.12688 0.63227  -0.0992
C 5.91545 1.01181 1.64690  -0.1439
C 4.88547 1.67105 2.30853  -0.1024
C 3.55394 1.48236 1.97011  -0.2686
C 2.49985 2.21424 2.76530  -0.0765
C 3.18005 0.58764 0.90874  -0.3754
N 1.90719 0.45356 0.49775  -0.1308
H 4.52670 -2.03120 -0.65496  0.0740
H 4.23976 -0.71526 -1.80438  0.0659
H 2.90615 -1.35415 -0.84108  0.0090
H 6.35004 -0.42328 0.10971  0.0950
H 6.95102 1.17186 1.92267  0.0706
H 5.11486 2.35622 3.12111  0.0948
H 2.60770 2.00814 3.83438  0.0722
H 1.49705 1.91891 2.45319  0.0560
H 2.58170 3.29622 2.63305  0.0660
Se -1.69906 2.23539 0.20905  0.5518
C -3.18225 2.87045 1.21363  -0.6960
C -3.15227 2.94322 2.61282  -0.1712
C -4.21932 3.45197 3.33851  -0.1248
C -5.36477 3.90748 2.69544  -0.1479
C -5.41830 3.83814 1.30826  -0.1380
C -4.34874 3.32809 0.58599  -0.1701
H -2.26897 2.58663 3.12775  0.0600
H -4.15161 3.48892 4.42055  0.0871
H -6.19843 4.30320 3.26418  0.0762
H -6.30071 4.18268 0.77857  0.0819
H -4.40122 3.28075 -0.49555  0.0753
S -1.56387 -0.30455 3.08090  0.6560
C -0.15782 -0.70325 2.38324  -0.6909

For the energy relative to the best compared isomer or geometry (same formula, charge and spin), the calculation gives 0.229 eV. The orbital gap (spin up / spin down) is 5.38 / 5.38 eV. Its spin multiplicity is 5. Its total charge is -2. Its expectation value of S² is 6.1901.


Molecular formula: C4H8N2O
Method: DFT, ωB97M-V with the def2-TZVPD basis set

Last column: Löwdin charge in e.
Geometry (Å):
C -1.89787 0.16311 -0.70092  -0.0621
C -0.60062 -0.59659 -0.82153  -0.1976
O 0.36356 0.16827 -1.52691  -0.0182
C 0.81672 0.49814 -0.26128  -0.5579
N 0.74749 1.60425 0.37782  0.1201
C 1.13108 -0.71351 0.44556  -0.1092
N 1.48090 -0.49546 1.73080  0.1005
H -1.77043 1.10025 -0.14319  0.0739
H -2.68533 -0.42747 -0.22924  0.0749
H -2.24781 0.43570 -1.70918  0.0862
H -0.66684 -1.62083 -1.17507  0.1129
H 0.37497 2.35044 -0.19452  0.0558
H 1.47226 -1.62660 -0.03429  0.1382
H 2.03157 -1.12673 2.28624  0.1006
H 1.45522 0.49738 1.95758  0.0818

For the energy relative to the best compared isomer or geometry (same formula, charge and spin), the calculation gives 3.902 eV. The orbital gap is 8.76 eV.


Molecular formula: C3H8O3
Method: DFT, ωB97M-V with the def2-TZVPD basis set

Last column: Löwdin charge in e.
Geometry (Å):
C 0.00000 0.00000 0.00000  -0.0911
C -0.26901 1.54370 -0.16725  -0.1596
C 0.54635 2.13015 -1.33824  -0.5300
O 1.32499 1.55744 -2.05703  0.1191
O 0.23091 3.44108 -1.39607  0.0681
H 1.05705 -0.28493 0.13445  0.0773
H -0.46851 -0.70830 -0.70386  0.0749
H -0.51257 -0.08035 0.97336  0.0639
H -1.32853 1.62267 -0.47810  0.1206
H -0.12761 2.19682 0.71529  0.1205
H -0.42119 3.81423 -0.74221  0.1371
O -4.24108 -0.73198 -2.62543  -0.0911
H -4.42247 -1.44969 -1.97717  0.0461
H -3.33509 -0.92219 -2.95900  0.0442

For the energy relative to the best compared isomer or geometry (same formula, charge and spin), the calculation gives 0.936 eV. The orbital gap is 10.92 eV.


Molecular formula: C3H5N3
Method: DFT, ωB97M-V with the def2-TZVPD basis set

Last column: Löwdin charge in e.
Geometry (Å):
C 0.02764 1.52864 0.81310  -0.1341
N 0.81781 0.43878 0.28701  0.0213
C 0.30052 -0.55391 -0.31001  -0.4577
N -1.00689 -0.86355 -0.62540  0.1388
C 1.26353 -1.53383 -0.81437  -0.1486
N 2.04150 -2.29479 -1.20482  0.1563
H 0.72222 2.27933 1.19939  0.0695
H -0.59500 2.01040 0.04602  0.0809
H -0.62085 1.22165 1.64653  0.0799
H -1.75639 -0.42185 -0.11522  0.0940
H -1.19409 -1.81085 -0.92224  0.0995

For the energy relative to the best compared isomer or geometry (same formula, charge and spin), the calculation gives 0.951 eV. The orbital gap is 10.57 eV.


Molecular formula: C4H10NOS
Method: DFT, ωB97M-V with the def2-TZVPD basis set

Last column: Löwdin charge in e.
Geometry (Å):
C -0.59611 -1.01674 1.68117  -0.0814
C 0.28765 -0.15577 0.79177  -0.5005
C -0.43494 0.51635 -0.37996  -0.4800
S -1.54803 1.94968 0.21926  0.5959
N 1.53210 -0.84480 0.41548  -0.0445
C 1.72448 -1.54327 -0.92062  -0.5449
O 1.03646 -1.08964 -1.96168  -0.3337
H -1.56682 -0.50153 1.70629  0.0426
H -0.82819 -1.98375 1.23029  0.0747
H -0.13689 -1.14517 2.64122  0.0570
H 0.61719 0.71554 1.35581  0.1000
H 0.28808 0.96513 -1.04332  0.0495
H -1.05130 -0.13791 -0.97765  0.0593
H -2.57163 1.09159 0.28668  -0.1880
H 2.25546 -0.14487 0.46224  0.0598
H 2.82711 -1.44789 -1.03880  0.0693
H 1.43093 -2.60465 -0.75994  0.0649

For the energy relative to the best compared isomer or geometry (same formula, charge and spin), the calculation gives 2.757 eV. The orbital gap is 5.82 eV. Its total charge is -1.


Molecular formula: C4H24CuNO8
Method: DFT, ωB97M-V with the def2-TZVPD basis set

Last column: Löwdin charge in e.
Geometry (Å):
Cu 2.79760 -2.88090 2.42411  0.7068
O 1.08007 -1.59373 1.66247  -0.3886
H 0.52249 -1.29337 0.91855  -0.0234
C -2.39141 2.84096 -3.50211  -0.0840
C -1.00154 2.44942 -3.14541  -0.4184
C -0.67352 2.32377 -1.60425  -0.1726
O 0.71867 1.97336 -1.34936  -0.1982
C 0.85600 1.18681 -0.11908  -0.0639
N -0.48443 1.32598 -4.00141  0.0460
H -3.12672 2.07456 -3.25705  0.0806
H -2.57156 3.22394 -4.50658  0.0803
H -2.79216 3.65949 -2.90419  0.0733
H -0.34873 3.30056 -3.33911  0.1247
H -1.34893 1.55866 -1.22144  0.1130
H -0.93122 3.25242 -1.09504  0.1199
H 0.21114 0.32386 -0.28518  0.0634
H 0.51813 1.85187 0.67568  0.0985
H 1.83222 0.74584 0.08254  0.0656
H -0.70886 0.50492 -3.45772  0.0581
H 0.50588 1.20860 -3.84137  0.0529
O 1.06748 -0.54141 4.02591  -0.0480
H 1.01873 -0.70207 3.08355  -0.0582
H 1.51617 -1.31035 4.37755  0.0101
O -1.41961 -0.43093 2.09813  -0.0242
H -1.40884 0.40904 2.55701  0.0781
H -0.49589 -0.65871 1.99280  -0.0221
O 3.79341 -0.49464 1.57521  -0.0422
H 4.12610 -0.33812 0.69144  0.0515
H 2.84954 -0.60484 1.46029  -0.0374
O 0.15823 -3.06156 -0.38706  -0.0470
H 0.62734 -2.62394 0.32333  -0.0384
H 0.66598 -3.85501 -0.55694  0.0544
O -2.13993 -1.53980 -0.10058  -0.0675
H -1.96811 -0.96786 0.64748  -0.0467
H -1.31956 -2.01493 -0.23282  -0.0371
O -0.24875 -3.29000 3.49052  -0.0323
H 0.56038 -3.38049 3.99386  0.0033
H -0.04578 -2.63138 2.82626  -0.0302

For the energy relative to the best compared isomer or geometry (same formula, charge and spin), the calculation gives 0.339 eV. The orbital gap is 6.53 eV.